ORCA calculation (ωB97M-V with the def2-TZVPD basis set) on C5H9N as an isolated structure.

The LUMO energy (spin up / spin down) is 0.861 / 0.861 eV. As for the total energy: -250.4568 Ha. As for the HOMO energy (spin up / spin down): -6.77 / -6.77 eV. The frontier orbital gap (spin up / spin down) comes out at 7.6 / 7.6 eV.

Positions of all 15 atoms, in Å:
1 C 1.37 0.83 -0.36
2 C 0.90 -0.06 -1.43
3 C -0.08 0.94 -0.02
4 N -0.69 -0.16 0.58
5 C -1.23 -0.09 1.79
6 C -0.62 -1.30 -0.20
7 H 2.03 0.40 0.39
8 H 1.76 1.80 -0.70
9 H 0.57 0.42 -2.34
10 H 1.32 -1.04 -1.58
11 H -0.61 1.89 0.06
12 H -0.84 0.64 2.49
13 H -2.02 -0.77 2.06
14 H -1.21 -1.27 -1.12
15 H -0.65 -2.22 0.38